{
  "formula": "C54H121N7O10",
  "method": "ωB97M-V/def2-TZVPD",
  "elements": ["H", "H", "O", "O", "H", "C", "H", "H", "H", "H", "H", "H", "H", "H", "C", "H", "C", "C", "H", "C", "H", "H", "C", "H", "C", "H", "H", "H", "H", "H", "H", "C", "C", "C", "H", "H", "C", "O", "H", "N", "H", "C", "C", "H", "H", "H", "H", "H", "C", "H", "C", "H", "H", "H", "H", "H", "H", "C", "H", "O", "C", "H", "C", "H", "H", "H", "H", "H", "H", "H", "H", "H", "C", "H", "H", "H", "H", "H", "H", "C", "H", "C", "C", "H", "H", "N", "C", "H", "N", "H", "C", "N", "H", "H", "H", "C", "H", "C", "H", "C", "C", "C", "H", "H", "C", "H", "H", "C", "H", "H", "H", "H", "H", "C", "C", "C", "H", "C", "H", "H", "H", "H", "H", "O", "H", "H", "C", "H", "H", "C", "H", "H", "N", "C", "H", "C", "H", "H", "H", "N", "H", "H", "C", "H", "C", "C", "H", "C", "N", "H", "H", "H", "C", "H", "H", "O", "H", "C", "H", "H", "H", "H", "H", "C", "H", "C", "H", "H", "C", "H", "C", "O", "O", "H", "H", "H", "C", "O", "O", "H", "H", "H", "C", "H", "H", "H", "H", "H", "C", "H", "C", "C"],
  "xyz": [[-28.031688, 6.250957, -9.634191], [-29.134408, 6.202237, -15.977715], [-16.310021, 5.002859, -11.497106], [-20.668556, 6.767347, -5.182835], [-21.188195, 5.593531, -10.007888], [-28.764923, 4.209215, -4.567201], [-24.229947, 2.090483, -3.525966], [-20.228215, 9.838670, -1.900196], [-31.375113, 5.222856, -6.660328], [-29.494700, 1.850035, -5.496331], [-28.581013, 9.491548, -13.885414], [-14.426182, 5.878747, -11.913685], [-28.110252, 4.429975, -14.950564], [-22.826524, 3.056034, -7.969073], [-26.843837, 0.249839, -1.285088], [-17.513513, 4.907854, -13.010126], [-23.551623, 3.707395, -8.456995], [-18.705044, 4.936014, -11.216761], [-33.558679, 4.131763, -6.635376], [-30.357244, 5.203939, -6.270874], [-15.491969, 5.872375, -13.302830], [-29.084085, 0.160923, -1.617000], [-26.053841, -0.491541, -2.418044], [-23.634756, 4.452715, -6.003426], [-27.985915, 4.982155, -14.019041], [-36.807811, 1.179228, -12.219236], [-24.115333, 3.023201, 0.299436], [-19.623326, 4.247651, -8.136493], [-20.712213, 11.693971, -0.018406], [-20.853913, 7.879796, -3.181518], [-17.366406, 3.469285, -12.318216], [-28.783764, 7.306411, -13.440892], [-32.316219, 4.217195, -11.023062], [-25.930489, 9.108394, -15.131051], [-22.537977, 6.471418, -6.118416], [-27.504145, -1.799004, -0.648393], [-24.640759, 1.458493, -2.738607], [-26.128682, 1.715488, 0.512191], [-23.871165, 7.178965, -4.529387], [-25.476115, 5.100608, -7.812019], [-18.598132, 6.019230, -11.159167], [-29.779000, 2.681294, -6.141522], [-25.170362, 2.272200, -1.543737], [-30.394857, 4.967897, -11.755259], [-31.975186, 6.665674, -9.936752], [-22.370385, 11.436008, 0.353781], [-21.615745, 10.485251, -2.901071], [-25.101063, 0.055208, -4.254698], [-21.286075, 9.764926, -2.152373], [-25.222534, 6.427074, -15.389427], [-24.417420, 3.694583, -6.031187], [-22.097617, 8.054934, -5.684984], [-25.410498, 6.562334, -6.599989], [-25.602449, 10.125387, -14.916073], [-32.367849, 3.559898, -11.891044], [-30.340369, 6.051828, -5.586103], [-32.891888, 1.761190, -6.611805], [-15.197520, 5.300764, -12.422676], [-28.497394, 7.739042, -15.903758], [-25.382853, 6.055552, -14.518869], [-27.064826, -0.896738, -0.222926], [-27.822910, 4.216202, -5.115536], [-25.698109, 2.620032, -7.740954], [-20.999269, 4.895285, -4.372121], [-14.753363, 4.422529, -12.891212], [-18.126921, 3.568461, -9.656523], [-23.643933, 3.786492, -1.230389], [-26.721367, 9.986796, -12.552207], [-26.729366, -1.040462, -3.074129], [-31.908787, 0.931277, -5.408633], [-25.057630, 8.698217, -15.638945], [-20.566405, 8.746388, -11.149133], [-34.475638, 3.754567, -9.904916], [-24.230766, 2.656082, -5.757732], [-24.266203, 5.557902, -10.391975], [-23.480033, 8.019198, -2.413544], [-23.092453, 4.686847, -8.590918], [-27.754776, 3.918346, -10.116410], [-25.281262, 3.883711, -5.393916], [-32.072567, 1.888182, -5.904216], [-29.814743, 7.361685, -13.790389], [-32.417096, 3.048675, -4.951443], [-22.912050, 6.998005, -4.044168], [-25.803342, 2.494786, -10.035659], [-26.420789, 1.120810, -4.004649], [-33.024313, 3.662806, -9.857264], [-35.963087, 1.738180, -12.621864], [-23.082946, 2.164237, -0.756035], [-31.162413, 3.692521, -4.364117], [-28.212145, 1.328609, -2.708961], [-23.933081, 2.846407, -0.760570], [-18.856325, 4.219644, -9.909554], [-27.054113, 1.956906, 0.429173], [-27.333449, 6.448579, -16.364869], [-22.970750, 6.032623, -3.541479], [-25.653540, 0.565161, -3.465505], [-25.292356, -1.137996, -1.981765], [-24.829307, 3.850528, -7.478748], [-30.649675, 1.187985, -7.255893], [-25.956705, 3.453410, -1.959838], [-20.633331, 6.022959, -9.173716], [-33.476111, 4.004041, -5.556038], [-34.508566, 3.906485, -5.220450], [-28.866938, 8.915746, -12.120339], [-31.019132, 2.124941, -6.839089], [-30.889275, 4.405246, -2.640446], [-20.155381, 4.932006, -6.018561], [-21.654284, 11.377123, -0.465868], [-26.774038, 3.171395, -2.623572], [-27.721354, 6.170355, -7.804839], [-33.765354, 1.599105, -4.114864], [-35.076886, 1.109762, -12.710334], [-26.961730, 1.698575, -9.062887], [-27.822518, 6.495823, -14.284140], [-26.377765, 2.617322, -9.117441], [-35.167468, 2.571245, -10.668389], [-26.904048, 9.059870, -15.618832], [-28.388293, 8.772626, -13.089112], [-33.707829, 3.119310, -3.192177], [-32.750821, 5.151071, -11.379583], [-31.310094, 2.702710, -7.716373], [-34.881756, 3.751609, -8.893395], [-29.655074, 5.135706, -7.101784], [-21.873021, 9.996437, -0.893197], [-28.655916, 3.288190, -3.994542], [-19.390293, 5.403245, -4.556098], [-30.061158, 3.995805, -5.315548], [-27.269446, 4.439885, -13.402013], [-26.465154, 2.601223, -6.966762], [-30.885418, 6.686076, -9.927298], [-28.836891, 4.746581, -13.379931], [-24.532892, 7.893179, -12.095371], [-26.399992, 6.882584, -14.005803], [-30.784480, 4.483090, -10.860136], [-26.488664, 3.986224, -1.171652], [-27.332382, 6.360113, -8.805238], [-22.166343, 12.057762, -1.146027], [-30.629980, 7.256217, -9.034110], [-26.933635, 7.371052, -8.720971], [-22.808427, 8.127481, -3.160084], [-28.912219, 6.814970, -12.476484], [-23.747738, 0.869538, -2.529442], [-26.890492, 8.922761, -12.717514], [-25.577535, 4.934888, -11.195326], [-17.466719, 4.506303, -11.997864], [-21.546556, 8.274561, -2.438213], [-27.679560, -0.561617, 0.612474], [-33.112108, 2.383105, -3.731828], [-25.892760, 1.206468, -0.744382], [-28.764636, 5.098300, -3.936638], [-32.549037, 3.992765, -9.029410], [-21.562618, 8.491577, -9.933306], [-26.234180, 5.315284, -9.071883], [-30.365473, 7.072423, -10.803937], [-25.161654, 1.687653, -7.564892], [-35.635626, 2.970471, -11.929516], [-24.267188, 9.376552, -13.030328], [-19.463935, 5.038493, -8.869482], [-36.241772, 1.991158, -13.644823], [-25.634370, 6.570342, -10.738499], [-28.504585, 1.525722, -0.971406], [-18.579537, 5.550901, -8.490819], [-32.497202, 1.869392, -2.992857], [-25.907937, 8.294257, -13.768003], [-26.760522, 8.437464, -11.750204], [-28.221825, 0.814766, -1.747729], [-26.116799, -1.003362, 0.304317], [-19.604649, 4.671354, -11.772416], [-24.550763, 8.326104, -13.095549], [-36.149762, 2.482035, -10.204460], [-20.971370, 7.884472, -10.618845], [-24.849450, 6.272085, -7.322897], [-31.295227, 4.731109, -3.447051], [-33.246644, 4.955647, -5.076571], [-23.706378, 3.268629, -9.442711], [-23.746991, 7.780160, -13.589514], [-27.121937, 3.981811, -9.231200], [-30.474989, 5.333454, -9.791532], [-20.078278, 7.216969, -9.698157], [-25.420171, 4.191146, -2.556466], [-29.130095, 2.785973, -7.011049], [-27.784368, 3.985210, -8.365596], [-20.352067, 5.428601, -5.068393], [-21.254925, 6.147345, -8.287014], [-30.155461, 3.610148, -10.685769], [-34.557889, 1.668858, -10.715602], [-21.743198, 7.300459, -11.120162], [-34.826473, 4.761363, -10.131550], [-25.355037, 5.589831, -10.352923], [-21.471503, 7.841778, -1.440633], [-28.194499, 6.703746, -15.747147], [-22.054132, 7.029831, -5.317056]],
  "forces_ev_per_a": [[-0.435, 0.338, 0.381], [0.479, -0.693, 0.056], [3.518, 1.322, 0.924], [-0.699, 0.670, -0.331], [-0.606, -0.414, 0.263], [0.216, -0.214, 0.950], [-0.004, 0.906, 0.143], [0.574, 0.342, -0.923], [0.015, -0.442, -0.175], [0.625, 0.300, 0.294], [-0.689, 0.007, 0.270], [-0.313, -0.259, 0.342], [0.149, 0.025, 0.120], [0.208, -0.006, 0.023], [-0.094, -2.319, -0.235], [-0.885, 0.659, -0.455], [-0.027, -0.123, 1.429], [1.001, -1.719, 0.574], [0.600, -0.122, -0.102], [-0.397, -1.006, 1.188], [-0.698, 0.415, 0.157], [0.359, -0.689, -0.661], [-2.549, 1.657, -1.490], [0.373, -0.466, 1.487], [-0.143, -1.054, 0.560], [0.066, 0.092, 0.571], [-0.441, 0.193, -0.155], [-1.078, 0.557, 0.618], [0.469, -0.410, -0.837], [0.811, 0.094, 0.714], [-0.284, -0.873, 0.998], [0.147, 1.318, 1.823], [0.780, -0.241, -0.245], [0.877, -1.120, 1.368], [0.121, -0.670, 0.084], [0.324, 0.093, -0.063], [0.360, 0.967, -1.871], [-1.423, -0.242, 0.744], [-0.577, -0.490, 0.138], [-2.368, 0.034, 0.508], [-0.243, 0.044, 0.556], [-1.691, 0.342, -0.614], [1.543, -1.990, 0.397], [-0.258, -0.056, -0.668], [-0.113, 0.636, -0.707], [0.164, 0.041, 0.499], [-0.020, -0.202, -0.204], [0.109, -0.062, -0.189], [1.121, -1.388, 1.034], [0.497, 0.210, -0.722], [-0.455, 1.224, -0.464], [0.001, 0.242, 0.130], [-0.124, -0.007, 0.186], [-0.470, 0.056, 0.229], [-0.295, -0.344, -0.019], [0.601, 0.531, -0.551], [-0.994, -0.312, 0.799], [-1.175, -0.425, 0.244], [0.502, 0.235, -0.151], [-2.248, 0.417, 1.234], [0.114, 1.804, 0.606], [-0.322, 0.275, -0.847], [-0.280, 0.436, -1.001], [-0.475, -0.279, -0.403], [0.000, -0.521, 0.556], [0.021, 0.604, 0.209], [0.116, -0.078, 0.021], [0.505, -0.072, -0.272], [-0.517, -1.021, 0.916], [-0.049, 0.194, 0.465], [-0.424, -0.102, -0.972], [0.995, -0.955, -0.689], [0.088, -0.606, 0.704], [1.011, 0.182, -0.443], [0.003, 0.057, 1.126], [-0.739, 0.111, -0.344], [0.062, 0.002, 0.099], [0.100, 0.777, -0.247], [0.002, 0.802, 0.138], [-1.949, -0.142, 0.299], [0.209, -0.474, -0.770], [-0.476, -0.467, 1.891], [-0.817, 0.026, -1.168], [0.859, -0.082, 0.372], [-0.520, -0.125, 0.587], [1.241, 0.096, -0.985], [0.135, 1.216, -1.017], [-0.007, -0.111, -0.305], [1.290, -1.900, -1.973], [-0.078, -0.163, 0.065], [-0.308, -0.798, 0.196], [-1.374, 1.025, -2.902], [-0.488, 0.634, 0.814], [-0.513, -0.227, -0.514], [0.306, -0.350, -0.024], [2.480, -0.463, 1.259], [0.266, 0.414, -0.386], [1.724, -1.764, -2.606], [-0.337, -0.282, -0.251], [-2.244, 0.755, -1.093], [1.509, -1.490, -1.069], [0.281, 1.279, 0.660], [0.033, -0.982, 0.150], [-0.653, 0.883, -0.522], [3.050, 0.449, -1.261], [-0.052, -0.216, 0.109], [-0.652, -0.159, -0.199], [-2.782, -1.216, 0.964], [-0.170, -0.286, -0.198], [-0.559, -0.312, -0.357], [-0.380, 0.182, -0.025], [0.025, -0.188, 0.266], [-0.975, 0.398, -0.439], [-0.463, -1.380, 0.556], [-0.024, 0.795, 0.608], [-1.026, 2.552, 1.067], [0.497, 0.072, -0.213], [1.425, -1.024, 0.119], [-0.077, -0.049, 0.043], [-0.301, 0.322, 0.092], [-0.078, 0.428, 0.100], [0.425, -0.716, 0.410], [0.099, 0.722, 0.135], [-0.023, 2.033, 0.566], [0.023, 0.207, 0.723], [0.253, -0.029, 0.004], [-0.033, -0.755, -1.919], [0.909, 0.571, -0.310], [-0.503, 0.118, -0.078], [-0.315, -1.172, 0.397], [-0.645, 0.617, -0.412], [-0.484, 0.177, 0.069], [1.291, 0.815, -1.382], [-0.792, 0.223, 0.517], [0.404, -0.018, 0.447], [1.385, 0.292, -0.131], [0.906, 0.226, -0.627], [0.443, -0.249, -0.021], [0.119, 0.163, -0.455], [0.091, 0.154, 1.400], [0.313, -0.212, 0.113], [-0.286, -0.285, 0.783], [-1.046, -0.785, -0.536], [-0.527, -0.471, 0.096], [-0.868, -0.197, -2.764], [0.271, 1.464, -1.712], [-0.560, 0.089, -0.157], [-0.532, 0.081, -0.080], [2.454, 0.829, -1.148], [-0.077, -0.114, 0.200], [-0.531, 0.142, 0.283], [-0.856, 0.099, 0.243], [0.304, -2.175, 0.487], [-0.494, 0.568, -0.241], [0.542, 0.209, -0.142], [0.550, -1.438, -2.007], [0.062, -0.055, 0.081], [1.949, -0.820, 0.955], [-0.039, 0.245, 0.041], [0.039, 0.337, 0.073], [0.082, 0.749, -0.038], [-0.524, 1.189, 0.696], [0.624, 0.242, -0.301], [-1.449, 0.856, 1.387], [0.342, -0.154, -0.016], [0.369, 0.396, 1.174], [0.238, -0.704, -0.461], [0.066, 0.299, -0.509], [0.911, -0.442, -0.208], [0.327, -1.112, 1.209], [-0.753, 1.395, 2.800], [0.526, -0.440, -0.685], [-1.060, 0.677, -0.234], [0.138, 0.493, -0.434], [-0.544, 0.103, 0.059], [-0.106, 0.195, -0.505], [0.528, -1.114, 0.694], [0.562, 0.229, 1.412], [-0.102, 0.336, -1.266], [0.475, -0.067, 0.250], [0.964, 0.573, 0.654], [-0.280, 0.289, -0.054], [1.399, -0.566, 1.014], [-0.035, 0.306, 0.024], [-0.421, -0.360, 0.006], [0.058, 0.079, 0.316], [0.706, -0.563, -0.511], [-0.151, 0.066, -1.284], [-0.749, 0.433, -0.666], [-0.076, -0.709, -0.181], [0.327, 1.306, -0.388], [0.338, 1.033, 0.382]],
  "total_energy_ha": -3264.8692,
  "homo_lumo_gap_ha": [0.244, 0.094],
  "relative_energy_ev": 0.490,
  "charge": 1,
  "multiplicity": 2,
  "s_squared": 0.755
}